1.
C31H83Br2FNO34P8 as an isolated structure at a distorted geometry. Source: the Open Molecules 2025 dataset; level of theory: ωB97M-V with the def2-TZVPD basis set.

Geometry as XYZ:
```
160
C31H83Br2FNO34P8, DFT ωB97M-V with the def2-TZVPD basis set
C -0.448 -6.574 -4.360
C -1.971 -6.812 -3.877
Br -1.965 -8.614 -2.982
C -3.028 -6.786 -5.142
Br -3.650 -8.585 -5.659
N -4.046 -5.763 -4.846
C -3.951 -4.558 -5.714
C -2.823 -3.602 -5.033
F -2.796 -2.348 -5.755
C -5.433 -6.249 -4.656
C -5.671 -7.061 -3.261
O -5.441 -6.544 -2.117
O -6.198 -8.350 -3.395
H 0.192 -6.348 -3.428
H 0.024 -7.517 -4.829
H -0.320 -5.695 -5.077
H -2.299 -5.971 -3.167
H -2.393 -6.387 -6.027
H -3.635 -4.811 -6.802
H -4.956 -4.002 -5.823
H -1.831 -4.159 -5.081
H -3.157 -3.458 -3.948
H -6.085 -5.298 -4.525
H -5.899 -6.787 -5.560
C -1.730 -0.043 -7.321
O -1.317 0.125 -8.674
P 0.220 -0.173 -9.020
O 0.650 -1.568 -8.790
O 1.020 0.918 -8.162
C 0.658 2.286 -8.262
O 0.367 0.354 -10.524
C 0.193 -0.595 -11.569
H -2.612 -0.681 -7.294
H -0.947 -0.491 -6.706
H -1.988 0.936 -6.910
H 0.288 2.620 -7.291
H -0.115 2.459 -9.014
H 1.544 2.866 -8.522
H -0.275 -0.097 -12.419
H -0.438 -1.430 -11.259
H 1.172 -0.970 -11.874
C 1.192 -1.623 0.118
O -0.034 -0.997 -0.241
P -0.767 -1.517 -1.571
O -1.200 -2.931 -1.529
O 0.278 -1.175 -2.735
C 0.803 0.139 -2.836
O -1.935 -0.448 -1.791
C -3.216 -0.756 -1.251
H 1.135 -1.942 1.160
H 1.410 -2.490 -0.511
H 2.000 -0.896 0.014
H 1.878 0.100 -2.656
H 0.348 0.826 -2.120
H 0.626 0.511 -3.847
H -3.690 0.170 -0.923
H -3.145 -1.436 -0.400
H -3.830 -1.209 -2.031
C 5.948 -0.591 1.916
O 5.211 0.328 2.714
P 4.355 1.448 1.948
O 3.272 0.920 1.091
O 5.460 2.305 1.170
C 6.577 2.817 1.885
O 3.885 2.422 3.127
C 2.608 2.178 3.707
H 5.709 -1.607 2.233
H 5.721 -0.485 0.853
H 7.014 -0.414 2.071
H 7.482 2.348 1.498
H 6.509 2.624 2.957
H 6.637 3.893 1.719
H 2.652 2.426 4.768
H 2.306 1.134 3.602
H 1.870 2.821 3.223
C -7.679 1.865 0.677
O -8.389 1.375 -0.455
P -7.688 1.538 -1.889
O -6.412 0.807 -2.042
O -7.570 3.124 -2.075
C -8.721 3.934 -1.897
O -8.845 1.126 -2.913
C -8.882 -0.229 -3.349
H -7.630 1.080 1.432
H -6.664 2.178 0.421
H -8.220 2.719 1.090
H -8.556 4.591 -1.040
H -9.623 3.345 -1.723
H -8.862 4.546 -2.790
H -9.923 -0.521 -3.492
H -8.424 -0.902 -2.623
H -8.359 -0.309 -4.304
C 6.868 -7.276 3.747
O 5.717 -6.542 4.143
P 5.949 -5.064 4.723
O 6.551 -4.110 3.767
O 6.813 -5.308 6.049
C 6.358 -6.245 7.014
O 4.508 -4.658 5.284
C 3.646 -3.926 4.417
H 6.719 -7.652 2.734
H 7.773 -6.665 3.772
H 6.993 -8.124 4.424
H 7.079 -7.062 7.073
H 5.377 -6.655 6.767
H 6.302 -5.751 7.985
H 2.616 -4.228 4.610
H 3.875 -4.111 3.366
H 3.749 -2.861 4.631
C -1.158 -0.268 6.424
O -1.860 -0.761 5.292
P -1.156 -0.596 3.858
O 0.125 -1.322 3.710
O -1.045 0.990 3.671
C -2.202 1.795 3.845
O -2.306 -1.013 2.833
C -2.335 -2.368 2.398
H -1.107 -1.052 7.180
H -0.144 0.051 6.171
H -1.706 0.584 6.833
H -2.043 2.453 4.702
H -3.101 1.201 4.017
H -2.343 2.405 2.952
H -3.373 -2.669 2.251
H -1.874 -3.038 3.126
H -1.807 -2.444 1.445
C 12.181 3.367 2.872
O 11.445 4.284 3.671
P 10.584 5.403 2.906
O 9.501 4.874 2.051
O 11.687 6.261 2.125
C 12.804 6.774 2.836
O 10.117 6.377 4.085
C 8.843 6.135 4.671
H 11.945 2.350 3.189
H 11.949 3.471 1.809
H 13.247 3.547 3.022
H 13.709 6.306 2.447
H 12.739 6.583 3.909
H 12.861 7.851 2.669
H 8.892 6.385 5.731
H 8.541 5.091 4.569
H 8.104 6.778 4.189
C -4.812 5.580 5.143
O -6.033 6.216 4.789
P -6.771 5.705 3.458
O -7.213 4.292 3.496
O -5.725 6.042 2.294
C -5.191 7.355 2.194
O -7.932 6.783 3.242
C -9.214 6.483 3.782
H -4.869 5.256 6.183
H -4.601 4.715 4.511
H -3.998 6.301 5.041
H -4.115 7.307 2.373
H -5.639 8.043 2.912
H -5.366 7.729 1.184
H -9.680 7.412 4.113
H -9.147 5.800 4.631
H -9.832 6.037 3.001
```

The value obtained for the HOMO energy is -0.136 hartree. The energy is -11823.31164 a.u. As for the total charge: -1. The value obtained for the gap between HOMO and LUMO is 0.1864 Ha.



2.
The molecule C5H5NO2 at a distorted geometry. Source: the Open Molecules 2025 dataset; level of theory: ωB97M-V with the def2-TZVPD basis set.

Geometry as XYZ:
```
13
C5H5NO2, DFT ωB97M-V with the def2-TZVPD basis set
O 1.853 -0.858 -0.521
C 1.034 -0.281 0.404
C 0.632 1.349 -0.094
C -0.797 0.766 0.065
N -1.963 0.934 -0.271
O -2.632 -0.306 -0.100
C -1.672 -1.327 -0.008
C -0.484 -0.683 0.157
H 2.783 -0.499 -0.261
H 1.492 -0.337 1.402
H 0.599 1.612 -1.174
H 0.943 2.113 0.676
H -1.788 -2.482 -0.274
```

The value obtained for the HOMO energy is -0.350 hartree. The energy is -398.56926 a.u. The SMILES is O[C@H]1Cc2nocc21. Its energy above the lowest of the compared OMol25 structures with the same formula, charge and spin is 549.3 kJ/mol. The value obtained for the gap between HOMO and LUMO is 0.3669 Ha.



3.
A 5-piece molecular cluster, C38H70BN2O16 overall at a distorted geometry. Source: the Open Molecules 2025 dataset; level of theory: ωB97M-V with the def2-TZVPD basis set.

Geometry as XYZ:
```
127
C38H70BN2O16, DFT ωB97M-V with the def2-TZVPD basis set
C -5.680 -2.443 -2.997
C -5.249 -2.245 -4.536
C -4.899 -0.698 -4.921
C -3.281 -0.516 -5.063
C -2.772 -0.227 -3.534
C -1.274 0.221 -3.385
N -0.216 -0.782 -2.894
C 0.087 -1.853 -3.893
C -1.010 -3.074 -3.967
C 0.251 -1.472 -5.426
C 1.130 -0.244 -5.884
C -0.687 -1.356 -1.575
C 0.290 -2.491 -0.937
C -0.996 -0.316 -0.400
C -2.585 0.034 -0.214
C -2.816 0.219 1.363
C -3.813 1.402 1.763
C -4.575 2.326 0.781
C -5.551 3.422 1.337
C -5.760 3.578 2.877
C -4.996 2.678 3.895
C -4.041 1.612 3.309
O -0.305 0.942 -0.385
C 0.931 0.776 -1.064
C 1.690 2.220 -1.063
C 2.984 2.170 -0.074
O 2.581 1.861 1.313
C 3.327 0.691 1.700
O 4.549 0.751 1.990
C 0.922 0.167 -2.555
B 2.471 -0.292 -2.725
N 3.169 -1.450 -2.047
O 3.342 0.473 -3.613
H -5.824 -1.477 -2.409
H -6.616 -3.122 -2.995
H -4.879 -3.058 -2.428
H -4.354 -2.951 -4.718
H -6.074 -2.627 -5.253
H -5.419 -0.478 -5.923
H -5.291 -0.012 -4.086
H -2.913 -1.547 -5.436
H -3.018 0.339 -5.772
H -3.167 -1.104 -2.931
H -3.440 0.669 -3.218
H -1.275 1.160 -2.704
H -0.967 0.699 -4.396
H 1.012 -2.504 -3.636
H -0.659 -4.003 -3.369
H -2.037 -2.820 -3.573
H -1.146 -3.460 -5.044
H -0.793 -1.358 -5.916
H 0.687 -2.411 -5.948
H 0.975 0.752 -5.352
H 0.998 -0.076 -7.020
H 2.251 -0.504 -5.750
H -1.690 -1.927 -1.645
H 0.556 -3.336 -1.647
H -0.357 -2.980 -0.107
H 1.183 -2.043 -0.373
H -0.727 -0.853 0.594
H -3.263 -0.740 -0.709
H -2.720 1.065 -0.725
H -3.301 -0.762 1.740
H -1.837 0.401 1.942
H -4.434 2.209 -0.347
H -6.137 4.117 0.641
H -6.472 4.353 3.317
H -5.132 2.743 5.031
H -3.464 0.929 4.039
H 1.615 0.096 -0.415
H 1.016 3.047 -0.628
H 1.998 2.562 -2.108
H 3.438 3.224 -0.087
H 3.722 1.366 -0.452
H 2.742 -0.305 1.779
H 0.834 1.103 -3.237
H 3.214 -1.332 -1.026
H 2.761 -2.356 -2.310
H 4.181 0.529 -3.082
C 5.690 -1.125 3.578
O 6.510 -1.706 4.590
C 5.849 -2.509 5.440
O 4.668 -2.759 5.405
O 6.731 -2.985 6.334
C 6.163 -3.861 7.307
H 6.324 -0.499 2.951
H 5.244 -1.901 2.951
H 4.917 -0.497 4.023
H 5.736 -4.745 6.828
H 5.407 -3.340 7.900
H 6.962 -4.183 7.976
C 0.472 4.199 5.147
O -0.815 4.251 5.758
C -1.296 5.495 5.925
O -0.741 6.518 5.608
O -2.504 5.400 6.505
C -3.140 6.654 6.745
H 0.760 3.151 5.063
H 0.440 4.630 4.144
H 1.213 4.712 5.764
H -3.316 7.183 5.806
H -2.543 7.265 7.427
H -4.104 6.455 7.215
C 4.544 -0.839 10.275
O 4.302 -1.977 11.100
C 3.070 -2.016 11.637
O 2.200 -1.195 11.476
O 2.977 -3.129 12.384
C 1.712 -3.302 13.021
H 5.564 -0.911 9.896
H 3.860 -0.828 9.423
H 4.455 0.083 10.854
H 0.916 -3.389 12.278
H 1.511 -2.478 13.709
H 1.752 -4.229 13.594
C -1.714 -0.734 -11.361
O -0.525 -0.384 -12.068
C 0.460 0.093 -11.290
O 0.410 0.239 -10.091
O 1.509 0.379 -12.077
C 2.640 0.900 -11.380
H -2.437 -1.105 -12.088
H -1.513 -1.527 -10.638
H -2.140 0.142 -10.867
H 3.015 0.172 -10.657
H 2.388 1.841 -10.886
H 3.423 1.093 -12.113
```

The value obtained for the HOMO energy is -0.383 hartree. The energy is -2827.61786 a.u. Its energy above the lowest of the compared OMol25 structures with the same formula, charge and spin is 805.1 kJ/mol. As for the total charge: +1. The value obtained for the gap between HOMO and LUMO is 0.2935 Ha.



4.
The molecule C6H13NO2S2 at a distorted geometry. Source: the Open Molecules 2025 dataset; level of theory: ωB97M-V with the def2-TZVPD basis set.

Geometry as XYZ:
```
24
C6H13NO2S2, DFT ωB97M-V with the def2-TZVPD basis set
C 2.436 -0.956 0.513
C 0.236 -0.405 -0.870
C -2.284 -1.044 -0.117
C -1.798 1.301 -0.855
C -0.752 0.445 1.341
C -1.181 0.015 -0.102
N 2.999 1.566 0.668
O 1.302 -2.739 -1.067
O 1.043 0.714 -0.931
S 0.903 -1.818 0.009
S 2.768 0.602 -0.497
H 2.413 -0.552 1.469
H 3.395 -1.524 0.396
H 0.015 -0.859 -1.909
H -1.931 -2.012 0.280
H -2.669 -1.166 -1.055
H -2.954 -0.483 0.458
H -0.872 1.887 -1.037
H -2.304 1.046 -1.766
H -2.313 2.022 -0.173
H -0.534 -0.478 1.990
H -1.561 0.996 1.690
H 0.015 1.139 1.144
H 3.628 2.304 0.420
```

The value obtained for the HOMO energy is -0.340 hartree. The energy is -1237.88600 a.u. Its energy above the lowest of the compared OMol25 structures with the same formula, charge and spin is 37.7 kJ/mol. The value obtained for the gap between HOMO and LUMO is 0.3602 Ha.



5.
The molecule C10H12ClFN2O at a distorted geometry. Source: the Open Molecules 2025 dataset; level of theory: ωB97M-V with the def2-TZVPD basis set.

Geometry as XYZ:
```
27
C10H12ClFN2O, DFT ωB97M-V with the def2-TZVPD basis set
C -3.164 -0.308 1.527
C -2.592 -1.641 0.846
C -2.120 -1.491 -0.586
N -0.971 -0.798 -0.729
C -1.096 0.555 -1.015
O -2.088 1.004 -1.457
N 0.087 1.427 -1.004
C 1.348 1.079 -0.625
C 2.255 1.966 0.071
C 3.453 1.906 0.461
C 3.908 0.536 0.099
F 5.308 -0.014 0.624
C 3.252 -0.700 -0.544
Cl 3.799 -2.117 -0.644
C 1.953 -0.120 -0.766
H -2.386 0.556 1.303
H -3.876 0.173 0.788
H -3.642 -0.650 2.423
H -3.425 -2.236 0.768
H -2.048 -2.027 1.669
H -3.028 -0.880 -1.052
H -1.922 -2.322 -0.922
H -0.308 -0.868 -0.022
H -0.081 2.435 -0.947
H 1.929 3.107 0.205
H 4.108 2.385 0.999
H 1.346 -0.958 -1.470
```

The value obtained for the HOMO energy is -0.308 hartree. The energy is -1132.81399 a.u. The SMILES is CCCNC(=O)Nc1ccc(F)c(Cl)c1. The value obtained for the gap between HOMO and LUMO is 0.3280 Ha.



6.
The molecule C11H16N2 at a distorted geometry. Source: the Open Molecules 2025 dataset; level of theory: ωB97M-V with the def2-TZVPD basis set.

Geometry as XYZ:
```
29
C11H16N2, DFT ωB97M-V with the def2-TZVPD basis set
C 0.074 2.301 -0.374
C 0.835 1.053 -0.157
C 2.232 0.985 -0.110
C 2.893 -0.265 0.032
N 4.339 -0.322 0.062
C 2.122 -1.417 0.266
C 0.741 -1.331 0.001
C 0.077 -0.148 -0.153
N -1.310 -0.059 -0.279
C -2.017 0.628 0.817
C -3.537 0.331 0.598
C -3.472 -0.719 -0.470
C -2.075 -1.298 -0.448
H -0.051 2.796 0.611
H 0.602 3.036 -1.054
H -0.926 2.083 -0.818
H 2.826 1.858 -0.169
H 4.624 -1.131 0.644
H 4.947 0.487 0.113
H 2.755 -2.340 0.481
H 0.133 -2.249 0.073
H -1.754 0.148 1.797
H -1.876 1.700 0.911
H -3.939 -0.113 1.532
H -4.138 1.182 0.283
H -3.642 -0.212 -1.487
H -4.251 -1.512 -0.405
H -1.935 -1.953 0.408
H -1.806 -1.839 -1.411
```

The value obtained for the HOMO energy is -0.267 hartree. The energy is -538.23270 a.u. The SMILES is Cc1cc(N)ccc1N1CCCC1. Its energy above the lowest of the compared OMol25 structures with the same formula, charge and spin is 96.2 kJ/mol. The value obtained for the gap between HOMO and LUMO is 0.3038 Ha.



7.
The molecule C5H11NO at a distorted geometry. Source: the Open Molecules 2025 dataset; level of theory: ωB97M-V with the def2-TZVPD basis set.

Geometry as XYZ:
```
18
C5H11NO, DFT ωB97M-V with the def2-TZVPD basis set
C 0.524 1.993 -0.173
C 0.780 0.758 0.684
C 0.447 -0.553 -0.036
C 0.844 -1.768 0.801
N -0.969 -0.626 -0.219
C -1.662 -0.295 -1.221
O -2.972 -0.469 -1.000
H 1.104 1.950 -1.103
H -0.535 2.078 -0.443
H 0.804 2.908 0.357
H 1.832 0.725 0.992
H 0.177 0.804 1.601
H 0.972 -0.580 -1.003
H 1.920 -1.773 0.994
H 0.312 -1.749 1.760
H 0.569 -2.695 0.288
H -1.373 0.096 -2.202
H -2.775 -0.803 -0.076
```

The value obtained for the HOMO energy is -0.356 hartree. The energy is -327.08764 a.u. The SMILES is CC[C@@H](C)/N=C/O. Its energy above the lowest of the compared OMol25 structures with the same formula, charge and spin is 114.8 kJ/mol. The value obtained for the gap between HOMO and LUMO is 0.3989 Ha.